{"formula": "C21H25ClN4O3", "method": "ωB97M-V/def2-TZVPD", "gap_ev": 8.54, "total_energy_ev": -46808.88598, "e_above_lowest_ev": 0.000, "smiles": "COc1ccc(NC(=O)CN2CCN(CC(=O)Nc3ccccc3Cl)CC2)cc1", "species": ["H", "H", "N", "N", "H", "C", "C", "H", "H", "C", "H", "C", "H", "H", "C", "C", "C", "C", "H", "C", "H", "H", "C", "H", "H", "C", "H", "N", "O", "C", "H", "H", "Cl", "C", "H", "O", "C", "C", "C", "H", "O", "N", "H", "H", "C", "H", "H", "H", "C", "C", "H", "H", "C", "C"], "xyz": [[0.701, 0.281, -3.083], [6.187, 6.895, -0.879], [0.355, -0.041, -1.058], [2.026, 2.005, -1.256], [1.128, 3.879, 0.314], [-0.938, -0.638, -1.345], [-3.298, -2.135, 1.957], [2.367, 5.864, 1.102], [-6.063, -7.174, -0.237], [-3.775, -4.222, 0.752], [-3.820, -7.607, 0.709], [-5.024, -3.991, 0.174], [-0.057, 0.526, 1.549], [6.757, 5.975, 0.543], [0.038, -0.546, 1.305], [0.948, -0.707, 0.092], [-5.847, -5.052, -0.169], [1.254, -0.046, -2.197], [1.921, -0.258, 0.299], [-2.151, -1.145, 2.155], [1.076, 1.944, -0.905], [-1.994, 0.598, 0.068], [2.770, 3.112, -0.836], [6.331, 7.697, 0.704], [1.097, -1.782, -0.108], [-1.847, -0.477, -0.133], [-0.844, -1.709, -1.590], [-2.941, -3.163, 1.143], [-4.368, -2.023, 2.503], [2.152, 4.036, 0.008], [4.571, 2.619, -1.873], [-1.966, -3.183, 0.869], [-5.538, -2.382, -0.175], [4.775, 4.442, -0.777], [-2.582, -0.155, 2.370], [4.746, 6.490, 0.559], [6.078, 6.764, 0.203], [-3.351, -5.536, 0.924], [4.160, 5.362, 0.064], [1.678, -1.039, -2.412], [3.502, 0.763, -2.489], [-1.253, -1.144, 1.016], [0.481, -1.059, 2.161], [-1.380, -0.124, -2.201], [-5.419, -6.352, 0.032], [5.796, 4.577, -1.097], [-2.820, -0.924, -0.342], [-1.598, -1.467, 3.043], [2.836, 5.145, 0.450], [2.409, 0.940, -2.000], [-6.813, -4.852, -0.605], [-2.376, -5.715, 1.353], [-4.163, -6.594, 0.565], [4.086, 3.327, -1.222]], "lowdin_charge": [0.13, 0.10, -0.20, 0.13, 0.11, -0.16, -0.51, 0.12, 0.10, -0.25, 0.10, -0.58, 0.13, 0.09, -0.17, -0.16, -0.10, -0.10, 0.13, -0.10, 0.13, 0.13, -0.22, 0.09, 0.13, -0.16, 0.13, 0.11, 0.05, -0.02, 0.10, 0.14, 0.75, -0.01, 0.14, -0.09, -0.09, -0.02, -0.28, 0.14, 0.07, -0.19, 0.13, 0.13, -0.09, 0.10, 0.10, 0.14, -0.01, -0.46, 0.10, 0.11, -0.08, 0.00]}

{"formula": "C21H25ClN4O3S", "method": "ωB97M-V/def2-TZVPD", "gap_ev": 8.48, "total_energy_ev": -57643.30183, "e_above_lowest_ev": 2.267, "smiles": "O=C(C1CCN(S(=O)(=O)c2cccnc2)CC1)N1CCN(c2cccc(Cl)c2)CC1", "species": ["C", "H", "H", "C", "C", "C", "Cl", "H", "H", "O", "H", "H", "C", "C", "H", "H", "C", "H", "C", "H", "H", "H", "H", "H", "H", "C", "N", "C", "C", "H", "H", "C", "N", "H", "N", "H", "C", "C", "C", "C", "C", "C", "C", "H", "S", "C", "O", "H", "H", "C", "N", "H", "H", "O", "H"], "xyz": [[0.404, -1.342, 0.414], [-0.475, -0.652, -1.443], [-2.519, -1.726, 1.549], [7.367, 2.061, -0.090], [-1.377, 0.374, 0.244], [-6.658, 0.343, 1.275], [8.892, 0.104, 0.969], [2.390, -1.850, 1.751], [1.054, 0.634, -1.301], [-5.639, -1.963, -0.393], [-3.226, 1.494, 0.288], [-0.805, 1.261, -0.034], [-7.459, 2.582, 1.188], [1.912, 0.348, -0.699], [-7.901, 1.224, 2.796], [-3.685, -2.567, 0.509], [6.202, 2.512, -0.681], [3.094, -0.212, 1.623], [7.444, 0.719, 0.247], [-5.708, 2.040, -1.480], [-1.373, -2.962, -0.292], [8.194, 2.724, 0.099], [3.312, 0.526, -2.365], [-8.015, 3.414, 1.598], [-6.561, -0.632, 1.726], [2.719, -1.074, 1.059], [-3.663, -0.532, 0.277], [-6.173, 1.836, -0.526], [3.032, -0.201, -1.603], [6.524, -1.190, 0.263], [-2.306, -2.027, -1.478], [-2.831, 0.577, -0.163], [1.568, -0.661, 0.276], [-2.901, 0.675, -1.254], [-6.867, 2.814, 0.028], [2.276, 1.234, -0.165], [5.207, 0.308, -0.565], [-7.394, 1.365, 1.855], [-0.791, -0.883, -0.424], [5.137, 1.663, -0.913], [-2.945, -1.768, 0.543], [6.398, -0.149, 0.014], [-1.848, -2.001, -0.488], [4.685, -1.889, 0.739], [-5.037, -0.694, -0.674], [-6.040, 0.591, 0.063], [0.299, -2.248, 1.219], [4.247, 2.073, -1.361], [3.463, -2.485, -0.398], [3.827, -1.602, 0.137], [4.192, -0.594, -0.837], [6.115, 3.553, -0.956], [-1.324, 0.270, 1.329], [-4.777, -0.344, -2.044], [2.658, -1.098, -2.110]], "lowdin_charge": [-0.42, 0.14, 0.13, -0.13, -0.12, -0.04, 0.67, 0.12, 0.11, -0.28, 0.12, 0.12, -0.14, -0.12, 0.11, 0.11, -0.08, 0.14, -0.67, 0.12, 0.12, 0.10, 0.12, 0.11, 0.12, -0.10, -0.22, -0.12, -0.14, 0.10, 0.12, -0.20, -0.04, 0.12, 0.07, 0.13, -0.22, -0.04, -0.21, -0.03, -0.18, -0.05, -0.11, 0.11, 0.67, -0.25, 0.06, 0.10, 0.13, -0.12, -0.10, 0.11, 0.13, -0.29, 0.13]}

{"formula": "C21H25ErNO3P2", "method": "ωB97M-V/def2-TZVPD", "gap_ev": [7.45, 7.54], "multiplicity": 4, "total_energy_ev": -76010.79573, "charge": 1, "s2": 3.7532, "species": ["C", "C", "H", "H", "H", "H", "C", "H", "H", "P", "H", "H", "H", "H", "C", "H", "H", "C", "H", "C", "N", "C", "H", "H", "H", "Er", "C", "H", "H", "C", "C", "O", "H", "C", "O", "C", "P", "C", "H", "H", "O", "C", "H", "H", "C", "C", "C", "C", "H", "C", "C", "C", "H"], "xyz": [[-1.437, -1.146, -0.462], [3.506, 2.399, -0.618], [2.120, -0.238, -1.336], [4.592, 2.321, -0.461], [-4.001, -3.116, 0.547], [-3.222, 2.193, -1.876], [-1.812, 2.640, 2.268], [0.778, 2.384, -3.387], [0.484, -4.504, 2.443], [-0.806, 2.107, -1.538], [-3.767, -0.379, -2.810], [-2.417, 3.692, -2.444], [2.977, -4.287, 2.244], [3.264, 2.201, -1.670], [2.674, -0.395, -0.395], [-1.673, 0.743, -3.348], [3.798, -0.045, 2.185], [2.886, -2.529, 0.990], [4.838, 1.246, 1.493], [0.206, 3.052, -2.730], [-0.209, -0.701, 0.068], [2.327, -3.572, 1.738], [3.734, -0.577, -0.627], [3.972, -2.446, 0.897], [-0.171, 0.075, -2.628], [-0.089, 1.177, 0.914], [-4.023, -1.778, -1.177], [-2.280, -2.742, 3.119], [0.914, 3.669, -2.155], [0.941, -3.702, 1.855], [-1.987, -0.521, -1.612], [-2.211, 1.889, 1.293], [3.186, 3.423, -0.377], [-3.298, -0.857, -1.945], [-1.372, -0.834, 2.839], [2.081, -1.567, 0.376], [2.614, 1.269, 0.505], [-2.110, -2.150, 0.228], [-2.540, 3.307, 2.745], [-0.440, 3.709, -3.331], [-0.594, 2.622, 2.655], [3.826, 0.994, 1.837], [-5.057, -2.002, -1.435], [-1.741, -3.808, 1.533], [-1.694, -1.983, 2.596], [-3.442, -2.414, -0.077], [0.670, -1.704, 0.531], [-1.171, 0.483, -2.407], [3.546, 1.655, 2.670], [-1.395, -2.779, 1.413], [-2.434, 2.924, -1.660], [0.116, -2.783, 1.213], [-2.657, 3.385, -0.689]], "lowdin_charge": [-0.19, -0.26, 0.08, 0.05, 0.13, 0.06, -0.43, 0.05, 0.13, 0.84, 0.12, 0.05, 0.11, 0.05, -0.28, 0.10, 0.05, -0.05, 0.06, -0.25, -0.15, -0.06, 0.10, 0.12, 0.09, 1.24, -0.06, 0.15, 0.03, -0.01, -0.21, -0.19, 0.05, -0.03, 0.07, -0.22, 0.81, -0.11, 0.15, 0.05, -0.16, -0.24, 0.11, 0.16, -0.17, -0.01, -0.19, -0.28, 0.05, -0.18, -0.23, -0.11, 0.03]}

{"formula": "C21H25F3N2O4", "method": "ωB97M-V/def2-TZVPD", "gap_ev": 9.22, "total_energy_ev": -41486.01433, "e_above_lowest_ev": 20.011, "species": ["C", "O", "C", "O", "H", "H", "H", "H", "H", "C", "H", "N", "F", "C", "C", "C", "C", "C", "H", "H", "C", "H", "H", "F", "C", "O", "H", "H", "H", "H", "H", "C", "H", "C", "C", "C", "H", "C", "H", "F", "H", "C", "N", "H", "H", "C", "C", "H", "H", "C", "C", "H", "H", "C", "O"], "xyz": [[2.560, 0.228, -0.116], [2.581, 1.004, -1.010], [-2.959, 3.057, -0.641], [2.231, 3.919, -0.696], [-0.120, -1.238, 0.956], [-3.319, -2.090, -0.823], [-0.082, -4.623, 0.370], [4.178, 2.745, -0.166], [-2.198, 4.780, -1.836], [1.699, 0.989, -2.130], [1.872, -3.762, -1.012], [0.107, -3.791, 0.664], [-4.020, 0.411, 0.333], [-0.668, 3.697, -0.697], [-2.542, 2.317, 0.445], [-1.207, 2.089, 0.998], [-3.056, -2.985, -1.216], [2.159, -2.219, 0.443], [3.148, -0.526, 3.139], [2.241, -4.408, 0.662], [-1.932, 3.930, -1.069], [-2.410, -3.908, 0.526], [-3.843, -3.710, -1.341], [-4.772, 1.969, 1.346], [2.799, -0.526, 1.999], [-1.024, -0.378, -0.694], [2.302, 0.494, -3.020], [1.075, 2.117, 1.570], [1.617, 2.047, -2.708], [0.710, 0.722, -1.832], [-2.629, -2.811, -2.177], [2.939, 0.229, 1.058], [-1.873, -1.499, 0.916], [2.444, -1.697, 1.775], [-0.353, 2.903, 0.447], [-1.902, -3.599, -0.471], [-1.804, -4.835, -1.051], [3.441, 2.875, 0.923], [-1.105, 1.505, 1.944], [-3.141, 0.638, 2.388], [-0.161, -2.649, -1.409], [-0.858, -1.665, 0.392], [1.073, 2.981, 0.751], [0.073, 4.381, -1.127], [3.780, 3.588, 1.703], [-3.594, 1.318, 1.346], [2.258, 3.323, 0.198], [-3.930, 3.135, -1.009], [1.802, -1.400, -1.378], [1.537, -3.508, -0.009], [-0.811, -2.987, -0.248], [-1.977, -0.527, -1.072], [2.367, -2.613, 2.431], [2.153, -1.171, -0.615], [3.146, 1.733, 1.851]], "lowdin_charge": [-0.36, -0.02, -0.03, 0.19, 0.07, 0.02, -0.01, 0.22, 0.15, 0.00, 0.10, 0.08, 0.02, -0.04, -0.05, 0.00, -0.08, -0.16, 0.21, 0.18, -0.09, 0.16, 0.09, 0.11, -0.14, -0.17, 0.14, 0.22, 0.14, 0.07, 0.08, -0.11, 0.14, -0.09, -0.24, -0.34, 0.22, -0.08, 0.14, 0.16, 0.23, -0.03, 0.15, 0.12, 0.14, -0.45, -0.72, 0.10, -0.03, -0.14, -0.51, 0.09, 0.14, 0.15, -0.13]}